This record from the Open Molecules 2025 dataset describes a structure of composition C39H42BF3O4. The level of theory is wB97M-V/def2-TZVPD.

Properties
**ΔE to the lowest compared entry with this formula, charge and spin**: 170.60 kcal/mol
**Frontier orbital gap**: 2.75 eV
**Net charge**: 0
**2S+1**: 1
**F_max**: 3.551 eV/A

Each line ends with the Löwdin charge.
Atoms and positions in Å:
C -4.42 -2.74 1.75  0.000
C -4.00 -1.28 1.89  -0.434
C -4.86 -0.40 1.01  -0.005
C -3.89 -0.84 3.42  -0.425
C -4.39 0.58 3.65  -0.019
C -4.52 -1.70 4.51  -0.006
O -2.49 -0.96 3.64  0.039
B -1.80 -1.10 2.38  -0.674
C -0.46 -2.07 2.59  -0.067
C 0.16 -2.09 3.85  -0.088
C 1.47 -2.52 4.01  -0.013
C 2.18 -2.93 2.89  -0.126
C 3.69 -2.89 2.94  -0.521
F 4.26 -3.98 2.36  0.128
F 4.18 -1.79 2.27  0.107
F 4.16 -2.80 4.22  0.100
C 1.47 -3.24 1.73  0.007
C 0.12 -2.85 1.61  -0.022
C -1.08 -3.30 6.75  -0.089
C -1.91 -3.54 5.58  -0.191
C -0.79 -4.53 6.06  -0.168
O -2.68 -1.23 1.33  0.122
H -5.48 -2.83 2.00  0.095
H -4.25 -3.05 0.71  0.098
H -3.82 -3.40 2.39  0.100
H -5.88 -0.37 1.40  0.094
H -4.48 0.63 0.92  0.076
H -4.88 -0.82 0.00  0.098
H -5.49 0.59 3.57  0.101
H -4.15 0.94 4.65  0.083
H -3.97 1.30 2.93  0.073
H -5.60 -1.80 4.41  0.097
H -4.06 -2.70 4.57  0.054
H -4.32 -1.22 5.48  0.104
H -0.32 -1.70 4.74  0.098
H 1.92 -2.46 5.01  0.129
H 1.96 -3.77 0.91  0.122
H -0.42 -3.10 0.70  0.125
H -1.42 -3.21 7.77  0.069
H -2.95 -3.88 5.65  0.092
H -1.67 -2.97 4.67  0.057
H 0.11 -4.62 5.44  0.082
H -1.15 -5.50 6.44  0.097
C -1.94 7.61 8.31  -0.057
O -2.58 6.99 7.16  -0.091
C -2.05 5.85 6.65  -0.260
C -2.74 5.19 5.60  0.005
C -2.28 3.98 5.12  -0.016
C -1.03 3.47 5.53  -0.175
C -0.46 2.25 4.95  -0.109
C -1.26 1.28 4.39  -0.018
C -0.78 0.51 3.29  -0.010
C -1.08 0.95 1.87  -0.162
C -0.52 0.35 0.69  -0.017
C -1.12 0.55 -0.55  -0.064
C -2.05 1.56 -0.74  -0.083
C -2.43 2.33 0.35  -0.086
C -1.94 2.04 1.63  -0.030
C 1.01 2.15 4.84  -0.183
C 1.78 3.29 4.48  -0.025
C 3.15 3.24 4.41  0.008
C 3.80 1.99 4.61  -0.254
O 5.16 2.01 4.62  -0.087
C 5.87 0.77 4.81  -0.056
C 3.04 0.81 4.80  0.004
C 1.68 0.93 5.04  -0.028
C -0.32 4.17 6.53  -0.023
C -0.81 5.33 7.10  -0.011
H -2.58 8.47 8.53  0.092
H -1.92 6.93 9.18  0.098
H -0.92 7.93 8.09  0.091
H -3.62 5.65 5.17  0.118
H -2.87 3.42 4.38  0.100
H -2.25 1.13 4.82  0.109
H 0.25 0.18 3.41  0.102
H 0.35 -0.32 0.79  0.130
H -0.89 -0.08 -1.41  0.116
H -2.47 1.76 -1.73  0.105
H -3.10 3.19 0.22  0.111
H -2.17 2.72 2.45  0.101
H 1.26 4.23 4.28  0.124
H 3.75 4.13 4.22  0.119
H 6.92 1.04 4.79  0.091
H 5.63 0.30 5.78  0.099
H 5.65 0.07 3.99  0.086
H 3.51 -0.18 4.83  0.095
H 1.15 0.05 5.42  0.119
H 0.64 3.78 6.89  0.125
H -0.23 5.85 7.85  0.103


This record from the Open Molecules 2025 dataset describes a structure of composition C39H42Cl2N6O7PS2W. The level of theory is wB97M-V/def2-TZVPD.

Properties
**ΔE to the lowest compared entry with this formula, charge and spin**: 11.14 kcal/mol
**Frontier orbital gap (alpha / beta)**: 6.92 / 6.92 eV
**Net charge**: +1
**2S+1**: 1
**F_max**: 2.092 eV/A

Each line ends with the Löwdin charge.
Atoms and positions in Å:
W -0.08 -0.18 0.48  1.565
O -2.01 -3.85 -0.39  0.145
C -1.57 -2.86 0.12  -0.457
N -0.60 -2.01 -0.40  -0.069
C 0.19 -2.59 -1.39  -0.466
O 0.38 -3.75 -1.58  0.174
C 0.82 -1.54 -2.23  -0.241
C 1.29 -1.87 -3.49  0.031
C 1.88 -0.86 -4.24  -0.009
C 1.98 0.39 -3.67  -0.017
C 1.49 0.62 -2.40  -0.169
N 0.89 -0.33 -1.67  -0.016
C -2.10 -2.34 1.40  -0.214
C -3.03 -3.06 2.12  0.041
C -3.46 -2.55 3.33  -0.012
C -2.93 -1.35 3.75  -0.006
C -2.00 -0.69 2.96  -0.078
N -1.60 -1.16 1.77  0.000
H 1.20 -2.89 -3.83  0.140
H 2.25 -1.06 -5.23  0.124
H 2.44 1.22 -4.20  0.121
H 1.61 1.59 -1.94  0.040
H -3.37 -4.00 1.71  0.136
H -4.19 -3.07 3.93  0.122
H -3.20 -0.90 4.69  0.121
H -1.58 0.23 3.31  0.096
Cl -0.23 4.55 6.28  0.709
C -0.45 3.57 4.87  -0.660
C -1.57 3.78 4.05  -0.099
C -1.78 3.04 2.92  -0.539
Cl -3.29 3.24 2.11  0.814
C -0.84 2.07 2.49  -0.400
O -1.00 1.43 1.35  -0.366
C 0.21 1.80 3.40  -0.166
C 1.00 0.65 3.20  -0.137
O 0.87 -0.07 2.20  -0.274
C 0.41 2.55 4.58  -0.036
H -2.30 4.53 4.34  0.114
H 1.76 0.33 3.91  0.159
H 1.23 2.31 5.23  0.128
O 3.36 -1.73 -1.30  0.018
C 2.94 -2.29 -0.28  -0.500
N 2.12 -1.70 0.62  -0.096
S 1.97 -2.65 1.96  0.657
O 0.59 -2.91 2.25  -0.284
O 2.78 -2.12 3.03  -0.280
C 2.74 -4.07 1.28  -0.216
C 2.86 -5.34 1.81  -0.015
C 3.55 -6.27 1.04  -0.049
C 4.10 -5.92 -0.19  -0.047
C 3.97 -4.64 -0.70  0.011
C 3.27 -3.72 0.06  -0.136
H 2.44 -5.60 2.77  0.126
H 3.67 -7.28 1.41  0.112
H 4.63 -6.67 -0.76  0.111
H 4.38 -4.36 -1.66  0.124
C -4.35 2.34 -1.28  -0.100
C -3.70 0.98 -1.03  -0.505
C -4.06 0.41 0.34  -0.117
P -1.88 0.86 -1.43  1.123
C -2.00 -0.09 -3.04  -0.493
C -2.96 0.47 -4.10  -0.089
C -2.47 -1.53 -2.79  -0.093
C -1.11 2.53 -1.83  -0.533
C -1.10 3.07 -3.26  -0.097
C -1.43 3.69 -0.89  -0.115
H -5.43 2.21 -1.31  0.092
H -4.05 2.78 -2.23  0.071
H -4.12 3.04 -0.49  0.031
H -4.13 0.29 -1.77  0.076
H -3.59 0.97 1.15  0.003
H -3.78 -0.64 0.42  0.063
H -5.14 0.48 0.48  0.094
H -1.00 -0.12 -3.46  0.082
H -3.94 0.73 -3.69  0.074
H -3.14 -0.31 -4.84  0.089
H -2.59 1.33 -4.64  0.057
H -3.56 -1.56 -2.67  0.091
H -2.04 -2.02 -1.92  0.031
H -2.24 -2.14 -3.66  0.100
H -0.07 2.28 -1.61  -0.015
H -2.10 3.34 -3.61  0.075
H -0.65 2.38 -3.97  0.066
H -0.50 3.98 -3.26  0.087
H -2.38 4.16 -1.13  0.072
H -0.65 4.45 -1.02  0.089
H -1.44 3.41 0.16  0.019
C 3.71 4.01 1.28  -0.012
N 4.05 2.72 0.72  -0.117
C 5.34 2.27 0.49  -0.030
C 5.24 1.03 -0.04  -0.033
N 3.90 0.75 -0.15  0.111
C 3.17 1.77 0.32  -0.601
S 1.47 1.99 0.37  0.850
H 4.40 4.23 2.09  0.100
H 2.69 3.97 1.67  0.060
H 3.77 4.79 0.52  0.103
H 6.20 2.87 0.75  0.131
H 5.99 0.33 -0.34  0.131
H 3.55 -0.16 -0.50  0.096


This record from the Open Molecules 2025 dataset describes a structure of composition C39H42N3O4PPtTe. The level of theory is wB97M-V/def2-TZVPD.

Properties
**ΔE to the lowest compared entry with this formula, charge and spin**: 79.51 kcal/mol
**Frontier orbital gap (alpha / beta)**: 4.67 / 4.50 eV
**Net charge**: +4
**2S+1**: 1
**F_max**: 2.124 eV/A

Each line ends with the Löwdin charge.
Atoms and positions in Å:
Pt 0.24 -0.38 0.81  0.924
C -0.35 1.08 5.63  0.003
N 0.38 -0.13 5.34  -0.117
C 0.93 -0.79 6.50  0.001
C 0.44 -0.58 4.09  -0.373
O -0.12 0.02 3.16  -0.080
C 1.22 -1.86 3.82  -0.078
O 1.29 -2.03 2.42  -0.223
C 1.95 -3.20 1.99  -0.076
C 1.75 -3.34 0.49  -0.365
O 1.02 -2.49 -0.11  -0.258
N 2.33 -4.34 -0.14  -0.108
C 3.10 -5.36 0.55  0.011
C 2.23 -4.50 -1.57  0.006
H -1.28 0.86 6.17  0.117
H -0.60 1.60 4.71  0.083
H 0.24 1.74 6.28  0.112
H 0.13 -1.04 7.20  0.121
H 1.61 -0.12 7.02  0.118
H 1.46 -1.70 6.25  0.091
H 0.69 -2.71 4.28  0.163
H 2.23 -1.79 4.24  0.155
H 1.54 -4.09 2.50  0.158
H 3.03 -3.14 2.20  0.164
H 2.58 -5.75 1.42  0.110
H 4.07 -4.98 0.87  0.121
H 3.27 -6.19 -0.14  0.116
H 1.82 -3.60 -2.03  0.046
H 1.60 -5.36 -1.81  0.124
H 3.23 -4.68 -1.98  0.121
O -1.88 -2.07 1.68  0.011
N -1.91 -0.88 1.00  -0.102
C -2.77 -0.02 1.40  -0.027
C -3.01 1.28 0.81  -0.187
C -4.33 1.73 0.87  0.027
C -4.73 2.87 0.19  0.007
C -3.81 3.57 -0.57  0.007
C -2.48 3.18 -0.59  -0.078
C -2.05 2.06 0.12  -0.282
P -0.26 1.86 0.39  1.020
C 0.62 2.47 -1.07  -0.377
C 0.19 2.16 -2.38  -0.199
C 0.94 2.58 -3.47  -0.042
C 2.14 3.26 -3.27  0.006
C 2.59 3.51 -1.98  0.018
C 1.84 3.12 -0.89  -0.031
C 0.17 3.09 1.66  -0.352
C -0.37 4.37 1.64  -0.051
C 0.10 5.33 2.51  -0.020
C 1.08 5.01 3.45  -0.013
C 1.62 3.73 3.47  -0.039
C 1.18 2.77 2.57  -0.120
H -1.71 -2.79 1.05  0.126
H -3.49 -0.34 2.16  0.172
H -5.07 1.16 1.42  0.137
H -5.76 3.20 0.25  0.137
H -4.12 4.45 -1.13  0.137
H -1.77 3.76 -1.16  0.119
H -0.81 1.77 -2.54  0.089
H 0.59 2.40 -4.47  0.129
H 2.71 3.60 -4.11  0.135
H 3.53 4.02 -1.82  0.139
H 2.19 3.34 0.11  0.119
H -1.16 4.63 0.94  0.102
H -0.30 6.33 2.47  0.130
H 1.41 5.76 4.15  0.132
H 2.40 3.49 4.18  0.124
H 1.61 1.78 2.56  0.091
Te 0.72 -0.76 -2.14  1.879
C 0.91 -0.66 -4.29  -0.443
C 2.18 -0.75 -4.84  -0.109
C 2.32 -0.71 -6.22  -0.011
C 1.18 -0.61 -7.01  0.015
C -0.08 -0.52 -6.45  -0.010
C -0.23 -0.55 -5.07  -0.097
C -1.25 -1.58 -2.18  -0.465
C -2.39 -0.79 -2.19  -0.146
C -3.64 -1.39 -2.29  -0.034
C -3.74 -2.78 -2.33  -0.011
C -2.60 -3.56 -2.33  -0.026
C -1.35 -2.97 -2.26  -0.116
H 3.06 -0.85 -4.22  0.112
H 3.30 -0.76 -6.65  0.135
H 1.29 -0.63 -8.09  0.143
H -0.96 -0.44 -7.07  0.136
H -1.21 -0.49 -4.64  0.105
H -2.33 0.29 -2.14  0.087
H -4.53 -0.78 -2.34  0.127
H -4.71 -3.24 -2.36  0.132
H -2.67 -4.64 -2.39  0.131
H -0.46 -3.57 -2.28  0.089